Record 1
C18H59AsF6O11 | ωB97M-V/def2-TZVPD

Output
- relative energy (zero: lowest compared OMol25 entry of this formula, charge and spin) (eV) = 0.000
- M (g/mol) = 640.6
- frontier orbital gap (eV) = 7.5

```
95
Properties=species:S:1:pos:R:3:forces:R:3:lowdin_charge:R:1
F -0.497711 -0.840319 1.032073 -0.43 1.46 -1.41 -0.251
H 0.432038 1.065635 2.328199 -0.22 -0.01 0.62 0.036
O 1.321745 3.000596 0.967187 0.01 1.39 -0.30 -0.077
H 1.267856 -5.474946 3.734013 0.21 0.37 0.26 0.082
H -2.448816 -1.311666 -2.227221 0.26 0.00 0.26 -0.018
H -4.344660 -2.625660 0.461445 0.02 0.58 -0.90 0.095
O -3.274960 -1.105905 -2.664687 0.14 1.02 -0.82 -0.070
C 0.408694 -3.763226 2.715993 -0.14 1.06 -1.03 -0.487
H 1.971460 5.004315 2.432576 0.34 -0.04 0.04 0.096
H -2.580634 -2.676706 -0.191964 -0.40 0.72 0.29 0.062
H -4.409094 -4.926516 -0.492304 -0.39 -0.49 -1.07 0.137
H -2.304716 -0.141022 2.887877 0.01 0.09 -0.25 0.001
O -0.624080 -2.783074 2.800183 -2.16 -1.27 1.97 -0.081
C -2.844133 6.622236 -0.639134 -0.75 -0.81 -0.59 -0.050
H -3.445891 6.834501 -1.522836 0.14 -0.54 -0.51 0.073
C -3.501995 4.170254 -0.372407 0.03 0.86 -0.49 -0.050
C -3.802382 -4.184174 -1.010896 0.86 1.01 -2.07 -0.399
C 4.164767 2.194368 0.387678 0.36 0.30 -0.29 -0.036
H -3.634036 6.614517 0.111922 0.62 1.37 0.85 0.086
O -5.398154 -0.052611 -0.582350 -0.61 0.17 0.16 -0.061
O -1.438366 5.062316 0.480032 0.52 0.43 0.54 -0.027
H 6.318746 0.318208 -1.130906 0.05 0.01 0.26 0.083
H 0.821363 1.681059 4.008321 -0.51 -0.09 -0.10 0.086
H -1.582479 -0.924246 3.963449 0.25 -0.39 0.00 0.010
C 5.332729 1.243235 0.330885 0.52 -1.89 -0.31 -0.468
O 5.492072 0.792793 -1.017024 -0.45 0.54 -0.86 -0.071
H 3.003008 3.595043 2.999610 0.31 0.40 -0.30 0.073
H 1.726024 4.190197 3.994493 -0.06 0.26 0.09 0.090
H 3.729691 -1.119489 -2.141848 -0.49 -0.08 0.34 0.070
H 2.058436 1.219685 2.912217 0.36 0.29 -0.28 0.075
H 0.122971 3.623481 2.606928 -0.87 -0.49 -0.67 0.126
H -4.306648 4.434516 -1.058554 -0.21 -0.01 0.01 0.077
H 6.294516 -0.532578 1.186992 0.04 -0.14 -0.54 0.069
O -4.426319 -3.459830 -2.141248 -0.94 -0.04 0.92 -0.100
H -3.283331 -3.749182 0.989727 0.53 -0.40 -0.03 0.087
H 4.258759 -2.777771 -2.424981 -0.38 -0.35 0.28 0.078
H -3.136266 3.199160 -0.706065 -0.12 -0.23 0.57 0.053
C -2.363486 5.193791 -0.549601 -0.86 -1.18 -1.14 -0.543
C 0.454448 -4.764449 3.881186 -0.99 1.27 -0.29 -0.039
F -0.683918 -0.966659 -1.485210 0.17 1.22 0.81 -0.265
H 6.222903 1.816319 0.590211 0.18 0.00 0.31 0.127
H 0.191758 2.847064 -1.993938 -0.10 0.07 0.40 -0.005
H 5.312711 0.330724 2.235739 -0.35 -0.10 0.37 0.070
H 2.188524 -3.749613 -1.429793 -0.34 0.07 0.45 0.081
H -0.632290 1.717810 -4.528115 1.42 0.65 0.12 0.172
C 5.325371 -0.034203 1.208721 0.23 1.26 1.16 -0.049
H -0.741161 -2.130902 2.105502 0.79 -0.57 -0.46 0.025
H 1.628754 -2.192555 1.786553 -0.72 0.18 0.06 0.065
H -3.705520 -1.953593 -2.775421 -0.35 -0.67 0.12 -0.003
C 2.012325 4.047198 2.952538 1.38 0.44 1.10 -0.071
H -3.886708 4.202483 0.646936 0.03 -0.33 0.01 0.092
H 1.670173 2.522593 -2.023886 0.27 -0.09 0.16 0.024
H -4.945304 -4.016757 -2.726137 0.05 -0.39 0.24 0.096
F 0.791810 0.771877 -0.327935 -0.98 -0.55 -0.37 -0.226
H -2.008099 7.315310 -0.732854 -0.26 0.23 1.10 0.087
F -1.315900 1.602707 0.929875 0.69 -0.95 -0.97 -0.216
O 0.960607 2.871055 -2.563616 -0.26 0.06 -0.83 -0.047
H 1.395611 -2.095413 -1.188375 -0.09 -0.60 0.72 0.059
H 0.525725 -3.414142 -2.073624 -0.02 -0.02 0.39 0.059
H -1.352712 4.129553 0.690347 0.22 -0.21 0.10 0.058
H 2.214927 -3.144559 -3.878153 -0.50 0.21 -0.30 0.131
H -2.050951 1.612106 -3.955832 -0.96 0.28 1.05 0.176
C -3.500412 -3.196915 0.075415 0.61 -0.33 0.80 -0.059
H -4.648206 0.231563 -0.059797 0.20 0.02 0.05 0.003
C 1.075579 1.689554 2.948421 0.18 0.58 0.06 -0.027
H -2.017062 -5.237211 -0.867912 0.68 -0.21 -0.24 0.080
O -2.284023 -0.286076 3.833804 -0.25 0.26 0.22 -0.048
H -0.462078 -5.348609 3.963853 -0.12 0.09 -0.20 0.074
As -0.919418 0.349215 -0.261473 -0.01 -1.24 1.37 0.889
C 1.059027 3.121480 2.362224 -0.70 -2.19 -0.45 -0.508
H -1.940288 4.865350 -1.498878 0.68 0.31 -0.44 0.115
H 0.499413 -4.128921 4.765596 0.48 -0.49 0.42 0.082
H -2.677080 -5.416211 -2.496326 -0.36 -0.12 0.13 0.075
O -1.297963 1.088872 -4.240148 0.01 -0.21 0.02 0.361
H 1.783260 -2.321198 3.553060 -0.09 -0.07 0.02 0.091
H -1.586277 0.592117 -5.009378 -0.21 -0.99 -0.60 0.185
H 2.471698 -3.493082 2.395778 0.53 -0.15 0.45 0.076
H 4.528500 -0.770664 1.105275 -0.12 0.31 -0.45 0.073
F -2.565530 -0.120388 -0.227091 0.01 -0.07 0.33 -0.218
H 3.345372 1.931618 -0.281384 -0.06 -0.45 0.39 0.063
C 2.160980 -2.396717 -3.086996 0.21 -0.17 2.16 -0.469
C 3.586968 -1.994458 -2.776021 1.20 0.34 -0.80 -0.073
C 1.603639 -2.878211 2.633512 2.32 -0.76 -0.53 -0.080
H 1.094371 2.157414 0.568517 -0.12 0.06 0.77 0.000
O 1.469890 -1.227956 -3.497390 -0.36 0.02 -1.28 -0.068
H 3.833014 2.376787 1.409811 -0.14 -0.19 -0.24 0.061
H 4.530031 3.141864 -0.008473 -0.08 0.19 0.07 0.090
C -2.506524 -4.707986 -1.685504 -0.45 -1.08 1.48 -0.049
H 0.310844 -4.361822 1.810329 -0.11 0.08 -0.42 0.127
H 0.968003 -0.826693 -2.784163 0.06 -0.35 0.38 0.039
F -1.267070 1.460551 -1.543927 0.09 0.27 -0.31 -0.237
H 4.055733 -1.695983 -3.713714 -0.01 0.17 -0.25 0.074
H -1.831706 -3.962353 -2.105906 -0.33 0.46 0.42 0.062
C 1.492903 -2.994782 -1.796460 0.76 0.72 -2.06 -0.035
H -5.015392 -0.575088 -1.287150 0.37 -0.15 -0.24 -0.010
```
Positions in Å, forces in eV/Å.


Record 2
C18H62MnO18 | ωB97M-V/def2-TZVPD

Output
- relative energy (zero: lowest compared OMol25 entry of this formula, charge and spin) (eV) = 0.713
- expectation value of S² = 8.75
- M (g/mol) = 621.6
- 2S+1 = 6
- frontier orbital gap (spin up / spin down) (eV) = 8.8 / 9.3

```
99
Properties=species:S:1:pos:R:3:forces:R:3:lowdin_charge:R:1
H -0.902680 -0.035356 3.645565 -0.01 0.35 -0.23 0.018
H -0.577621 -1.212599 -5.077236 0.29 0.18 0.06 0.106
H -2.996459 0.645815 3.839022 0.16 0.35 -0.04 0.059
H -2.487313 0.891122 5.542001 -0.07 -0.01 0.01 0.075
O 0.591522 0.565208 2.369096 -1.57 1.03 1.15 -0.052
H 2.332571 0.358140 4.301071 0.15 0.49 -0.22 0.077
C -1.834037 -1.649382 -3.690954 -1.49 -0.77 -0.18 -0.139
C -2.691489 0.446345 0.003901 0.48 0.32 1.96 -0.745
H -2.302619 -2.221112 -4.491988 -0.20 0.30 -0.26 0.093
H -4.457007 1.073508 -0.919569 -0.37 0.27 0.06 0.078
H -0.243427 2.383008 3.128514 -0.27 -0.39 -0.40 0.021
C 3.906583 2.423174 -0.781448 0.76 0.09 1.00 -0.125
H 0.106017 -0.973716 -2.515671 -0.21 0.16 -0.33 0.031
H 3.708993 0.570236 3.094397 -0.10 0.13 0.23 0.077
O 4.380186 -1.826834 0.775196 0.76 -0.19 0.06 -0.151
H 2.768906 4.140631 4.656720 -0.01 -0.06 0.45 0.082
H -4.512276 -2.245348 0.073122 -0.05 -0.10 0.29 0.077
H 0.295852 -3.972965 0.743319 -0.13 -0.18 -0.37 0.087
H -3.850164 2.392625 -4.683400 0.03 0.51 -0.57 0.081
H -2.620322 1.632303 -2.696567 0.15 -0.28 0.31 0.036
H 0.188572 3.148339 -3.527064 -0.51 -0.03 -0.14 0.078
H -1.387224 -4.970439 4.024357 -0.05 -0.15 0.17 0.073
O 0.548036 2.401181 -5.479461 0.13 0.12 0.50 -0.114
H 3.619752 -1.242109 0.813204 -0.67 0.29 0.22 -0.002
H -1.498324 4.379752 2.590246 -0.87 0.26 -0.42 0.067
O 3.778003 3.471215 3.022647 0.90 0.31 -1.28 -0.128
H 5.358948 -0.083548 0.297866 0.27 0.16 -0.35 0.069
C 1.759952 0.199284 2.187343 0.76 -0.65 1.94 -0.669
H 2.157524 -1.969878 -2.790986 0.01 -0.03 -0.19 0.085
H -1.215287 3.264565 -0.141710 0.02 -0.50 -0.06 0.093
H 0.278076 -4.224922 -4.027192 -0.21 0.02 0.06 0.073
H 0.199805 3.649813 0.841023 -0.16 0.35 0.20 0.087
H 3.059512 3.572436 -2.015314 -0.45 0.18 -0.12 0.092
H -4.564835 -4.751162 -0.458254 0.24 0.30 0.22 0.070
H -1.783409 -2.412589 -2.914404 0.80 0.21 0.37 0.078
H -0.877445 -2.457854 1.484369 -0.80 0.04 0.57 0.047
C -1.890913 3.559682 3.191468 1.22 -0.11 0.00 -0.139
Mn -0.077551 -0.009645 0.235411 -0.46 -0.16 0.28 0.956
O -0.259759 -2.016461 0.896800 1.18 -0.39 -1.08 -0.159
C 0.731831 -2.989555 0.567464 0.38 -1.05 0.94 -0.093
H -2.512146 3.946444 3.999289 0.30 0.03 0.15 0.078
C -2.822992 2.594106 -4.379393 0.66 -0.21 -0.31 -0.175
C 2.786841 0.052572 3.358547 -1.02 -0.09 -0.56 0.026
O -2.195154 0.094714 1.081244 -0.11 -0.21 3.23 -0.047
O -4.655845 -4.005927 -1.056534 -0.05 0.37 -0.41 -0.115
H -3.785995 -2.189863 -1.497338 -0.03 -0.25 -0.16 0.064
H -0.425328 -5.745238 -1.777657 -0.31 -0.23 0.09 0.063
H -2.145895 1.900460 -4.877875 -0.07 -0.55 0.08 0.064
H -2.959399 -3.075769 -0.223041 0.04 -0.02 0.08 0.073
C -1.210549 -3.911944 3.833379 -0.18 -0.94 -0.61 -0.098
C 0.708011 2.349481 -4.056303 -0.16 0.07 -0.08 -0.147
H 3.808063 2.051637 0.238530 -0.75 -0.22 -0.08 0.073
H -1.628721 -3.350138 4.668616 0.33 0.39 -0.27 0.082
C -2.580727 0.171961 4.728254 0.65 -0.14 -0.95 -0.141
H 1.175576 -2.955516 -0.427539 -0.63 0.54 -0.10 0.064
C 2.923309 3.217909 4.097405 -0.27 0.41 0.07 -0.165
C -0.125963 3.238110 -0.114216 -1.05 2.11 0.74 -0.123
C -3.962358 1.255675 0.034504 0.04 -0.58 -1.27 0.017
H 1.580605 -2.970267 1.251079 0.08 0.46 0.17 0.085
H 3.036360 -0.993935 3.533663 -0.01 -0.17 -0.54 0.080
H 0.564795 3.322876 -5.747405 0.04 0.02 -0.08 0.074
O -1.302462 -0.421513 4.428284 -0.89 -0.36 0.74 -0.134
H 1.739517 2.466855 -3.724151 0.36 -0.35 -0.30 0.060
H -4.613577 1.000749 0.870573 0.28 0.05 -0.05 0.085
H -2.361360 3.540019 -4.662679 -0.86 0.40 -0.27 0.079
O 0.740723 -0.822975 -1.811375 -0.64 -0.16 1.27 -0.166
O -0.605575 -1.107497 -4.123411 0.23 -0.12 -0.05 -0.120
H 0.740478 -4.020280 -2.334220 0.63 -0.12 -0.13 0.053
H 3.265295 3.965090 2.378581 0.20 0.09 -0.15 0.070
O -1.828718 -3.607490 2.556323 0.28 0.16 0.64 -0.141
H 1.302280 2.267391 -0.577005 0.97 -0.77 -0.37 0.049
H 1.958211 2.940265 3.673607 -0.16 -0.63 0.71 0.066
H 3.451186 2.468882 4.687666 -0.67 -0.01 0.21 0.081
C 2.023718 -0.982870 -2.348274 0.25 0.25 0.08 -0.108
O -2.755977 2.536826 -2.988195 0.24 0.03 0.98 -0.126
H 4.701464 3.155457 -0.639930 0.58 -0.31 -0.60 0.091
H 5.072743 -1.305223 -1.032613 0.61 0.48 -0.38 0.066
O 0.441453 1.995428 -0.250506 0.30 -0.80 -0.71 -0.152
C 5.370695 -1.132432 0.001542 -1.07 -0.82 0.67 -0.138
O 2.075551 -0.156903 1.048239 1.66 -0.80 -2.43 -0.064
H -3.325008 -0.590609 4.957672 0.26 -0.29 0.41 0.065
H 4.113585 1.581894 -1.442883 0.37 0.14 -0.02 0.084
O -0.697205 2.976310 3.731559 -0.56 0.08 0.88 -0.138
H 6.337811 -1.582095 0.226472 -0.02 0.11 -0.18 0.078
H 2.723298 -0.892321 -1.517327 0.12 0.19 -0.17 0.069
H 2.131199 -0.190488 -3.089011 0.69 -0.13 -0.17 0.083
C -3.940017 -2.841759 -0.637451 -0.11 -0.24 0.02 -0.143
H -3.657652 2.302092 0.050912 -0.15 0.04 0.11 0.081
O 2.766909 3.136075 -1.211838 -0.46 0.02 -0.02 -0.128
H -2.511912 -0.876028 -3.329698 0.08 0.09 -0.09 0.071
H 0.229195 3.907652 -0.897578 -0.06 0.06 -0.10 0.088
C 0.518308 -4.756681 -3.106530 -0.95 -0.64 -0.34 -0.136
H 0.311221 1.385450 -3.738025 0.09 0.11 0.14 0.067
H -2.515827 2.859732 2.636804 0.20 -0.09 -0.28 0.064
H -2.761927 -3.481489 2.743006 -0.10 0.18 -0.24 0.089
H -0.131619 -3.822487 3.706846 -0.15 0.50 0.19 0.085
O -0.631541 -5.515872 -2.686765 0.15 0.51 -0.03 -0.129
H 1.269575 -5.502661 -3.365782 0.69 0.52 0.33 0.082
O -1.957008 0.223245 -0.962957 0.11 0.47 -4.28 -0.061
```
Positions in Å, forces in eV/Å.